The following is a DFT calculation (the ωB97M-V functional and the def2-TZVPD basis) of one molecule with the formula C5H5NOS.

Geometry (Å):
C -1.71664 0.64191 -0.05628
C -2.95861 0.22331 0.08717
C 0.75113 0.02246 -0.05630
C 1.06622 1.44716 -0.11441
C 1.29276 2.61773 0.05454
H -0.18787 -2.01313 -0.07936
H -1.41554 1.69223 -0.17168
H -3.22179 -0.82988 0.07612
H -3.83896 0.86890 0.14916
H 1.46560 3.56988 0.44480
N -0.62756 -0.21700 -0.14812
O -1.03517 -1.52708 0.05578
S 1.82898 -1.20424 0.04270

Calculated values
largest force on an atom: 2.56 eV Å⁻¹
SMILES string: C#CC(=S)N(O)C=C
net charge: 0
HOMO-LUMO gap: 8.03 eV
E_tot: -19634.3657 eV
multiplicity: 1
energy relative to the best compared isomer or geometry (same formula, charge and spin): 106.7 kcal/mol

Mulliken atomic charge list, values in e, 5 entries:
1 C -0.003
2 C -0.699
3 C 0.435
4 C -0.622
5 C 0.147